{
  "formula": "C19H25N3PdSSi",
  "method": "ωB97M-V/def2-TZVPD",
  "lumo_energy_ev": [-7.4, -10.4],
  "e_homo_ha": [-0.4892, -0.4890],
  "total_charge": 2,
  "spin_multiplicity": 5,
  "orbital_gap_ha": [0.2164, 0.1082],
  "symbols": ["C", "C", "C", "H", "C", "C", "H", "H", "H", "H", "Pd", "C", "H", "H", "H", "Si", "C", "C", "H", "C", "H", "C", "H", "C", "H", "C", "H", "C", "C", "H", "C", "H", "C", "H", "C", "H", "C", "H", "H", "H", "N", "N", "C", "N", "S", "H", "H", "H", "H", "H"],
  "positions_angstrom": [[-2.5831, -0.2653, 1.7028], [-2.3449, -1.5238, 1.0189], [-1.5060, -2.2946, 1.8009], [-2.7956, -1.8005, 0.0764], [-1.1008, -1.5180, 2.9703], [-1.9250, -0.2926, 2.9223], [-1.9589, 0.4525, 3.7134], [-3.1905, 0.5587, 1.2887], [-1.1456, -3.2737, 1.5728], [-0.9030, -2.0126, 3.9429], [0.9270, -0.9218, 2.5856], [2.0039, -0.5452, 0.9597], [1.7080, -1.6203, 1.1555], [2.1328, 0.4892, 1.3962], [2.7277, -0.5176, 0.1142], [-0.0290, 0.5018, -2.1119], [0.7777, 2.0000, -2.7559], [-0.2607, 2.7071, -3.4009], [-1.2724, 2.3051, -3.4634], [-0.0261, 3.9363, -3.9597], [-0.8410, 4.4421, -4.4772], [1.2483, 4.5196, -3.8368], [1.4059, 5.5114, -4.2503], [2.2830, 3.8398, -3.1738], [3.2528, 4.3337, -3.0662], [2.0600, 2.5646, -2.6434], [2.8829, 2.0425, -2.1480], [0.1281, -1.3177, -2.4832], [-0.3858, -1.4346, -3.8118], [-0.3944, -0.5414, -4.4457], [-1.0726, -2.5719, -4.2389], [-1.4549, -2.6044, -5.2557], [-1.3159, -3.6112, -3.3416], [-1.9775, -4.4287, -3.6251], [-0.6839, -3.5795, -2.0888], [-0.8724, -4.4041, -1.3846], [0.1463, -2.5051, -1.7127], [0.7340, -2.5770, -0.7931], [-0.0618, 0.8733, -0.6475], [-1.3644, 0.6248, -2.5533], [1.2190, -1.3005, 5.0355], [0.8129, -0.0055, 5.4911], [0.6551, 0.9213, 4.4593], [-0.3873, 1.8172, 4.5907], [1.8960, 1.2688, 3.3896], [1.9462, -1.1158, 4.2967], [1.7020, -1.8147, 5.7667], [0.0070, -0.0874, 6.1040], [-0.3669, 2.5114, 3.8327], [-0.4364, 2.2641, 5.4825]],
  "mulliken_spin": [0.26, 0.28, 0.29, 0.01, 0.32, 0.30, 0.06, 0.00, 0.04, -0.01, 0.89, 0.78, 0.06, 0.13, 0.04, 0.00, 0.00, 0.00, 0.00, 0.00, 0.00, 0.00, 0.00, 0.00, 0.00, 0.00, 0.00, -0.01, 0.00, 0.00, 0.01, 0.00, 0.00, 0.00, 0.00, 0.00, 0.02, 0.02, 0.00, 0.00, 0.03, 0.02, 0.00, 0.07, 0.35, 0.00, 0.00, 0.00, 0.00, 0.00]
}

***

{
  "formula": "C19H25N5O3",
  "method": "ωB97M-V/def2-TZVPD",
  "lumo_energy_ev": -0.7,
  "e_homo_ha": -0.3151,
  "smiles": "CC(C)[C@H](NC(=O)OC(C)(C)C)C(=O)N/N=C/c1cccc2nccnc12",
  "orbital_gap_ha": 0.2886,
  "symbols": ["C", "H", "H", "H", "C", "C", "H", "H", "H", "H", "C", "N", "C", "O", "O", "C", "C", "H", "H", "H", "C", "H", "H", "H", "C", "H", "H", "H", "H", "C", "O", "N", "N", "C", "C", "C", "C", "C", "C", "N", "C", "C", "N", "C", "H", "H", "H", "H", "H", "H", "H", "H"],
  "positions_angstrom": [[-2.6312, -3.4173, -1.7916], [-3.5799, -2.9573, -2.0570], [-2.3667, -4.1329, -2.5666], [-2.7643, -3.9531, -0.8551], [-1.5374, -2.3619, -1.6515], [-0.1741, -3.0212, -1.4589], [-0.2039, -3.7214, -0.6266], [0.5970, -2.2803, -1.2657], [0.0950, -3.5764, -2.3551], [-1.5059, -1.7594, -2.5657], [-1.8857, -1.3794, -0.5059], [-1.1375, -0.1572, -0.6514], [-1.5747, 1.0671, -0.2792], [-0.8523, 2.0400, -0.2953], [-2.8788, 1.0545, 0.0546], [-3.5570, 2.2736, 0.4279], [-4.9926, 1.8258, 0.7083], [-4.9986, 1.0658, 1.4852], [-5.4335, 1.4021, -0.1901], [-5.5904, 2.6725, 1.0324], [-3.5239, 3.2791, -0.7230], [-4.1109, 4.1551, -0.4615], [-3.9394, 2.8300, -1.6227], [-2.4999, 3.5826, -0.9220], [-2.9252, 2.8639, 1.6888], [-1.8966, 3.1512, 1.4883], [-3.4842, 3.7401, 2.0053], [-2.9366, 2.1278, 2.4901], [-0.1220, -0.2388, -0.7103], [-1.7323, -2.0593, 0.8512], [-2.6138, -2.7168, 1.3598], [-0.5403, -1.9246, 1.5154], [0.5232, -1.2872, 1.0367], [1.5809, -1.1678, 1.7306], [2.7389, -0.4529, 1.2466], [3.8340, -0.3182, 2.0800], [4.9765, 0.3936, 1.7005], [5.0429, 0.9981, 0.4754], [3.9541, 0.8903, -0.4129], [4.0344, 1.5018, -1.6133], [3.0145, 1.3890, -2.4182], [1.8782, 0.6326, -2.0725], [1.7762, 0.0246, -0.9201], [2.7934, 0.1502, -0.0456], [1.0467, 0.5227, -2.7550], [3.0867, 1.8955, -3.3711], [5.9030, 1.5663, 0.1589], [5.8033, 0.4679, 2.3909], [3.8045, -0.7713, 3.0610], [1.6579, -1.5868, 2.7431], [-0.5084, -2.3513, 2.4492], [-2.9496, -1.1299, -0.5872]],
  "nbo_charge": [-0.61, 0.21, 0.21, 0.22, -0.20, -0.63, 0.20, 0.23, 0.21, 0.21, -0.14, -0.68, 0.90, -0.68, -0.55, 0.28, -0.61, 0.22, 0.21, 0.21, -0.64, 0.21, 0.21, 0.24, -0.64, 0.24, 0.21, 0.21, 0.46, 0.67, -0.59, -0.44, -0.20, 0.04, -0.09, -0.17, -0.20, -0.18, 0.10, -0.36, 0.01, 0.05, -0.42, 0.20, 0.20, 0.20, 0.23, 0.22, 0.21, 0.15, 0.37, 0.25]
}

***

{
  "formula": "C19H25N5O3S",
  "method": "ωB97M-V/def2-TZVPD",
  "lumo_energy_ev": -0.6,
  "e_homo_ha": -0.3175,
  "smiles": "CSCC[C@H](NC(=O)OC(C)(C)C)C(=O)N/N=C/c1ccc2nccnc2c1",
  "orbital_gap_ha": 0.2954,
  "symbols": ["C", "H", "H", "H", "S", "C", "C", "H", "H", "C", "N", "C", "O", "O", "C", "C", "H", "H", "H", "C", "H", "H", "H", "C", "H", "H", "H", "H", "C", "O", "N", "N", "C", "C", "C", "C", "N", "C", "C", "N", "C", "C", "C", "H", "H", "H", "H", "H", "H", "H", "H", "H", "H"],
  "positions_angstrom": [[-0.2667, 5.5432, -1.3503], [-0.5218, 4.5023, -1.5280], [-0.7786, 5.9199, -0.4691], [-0.5310, 6.1395, -2.2169], [1.5253, 5.7202, -1.1228], [1.7373, 4.7280, 0.3907], [1.7835, 3.2384, 0.0821], [2.6880, 3.0249, -0.4923], [0.9206, 2.9487, -0.5208], [1.7893, 2.3906, 1.3617], [1.9827, 0.9991, 1.0226], [1.4577, -0.0241, 1.7404], [0.8963, 0.1156, 2.8008], [1.6703, -1.1741, 1.0827], [1.2440, -2.4380, 1.6478], [1.9814, -2.6979, 2.9606], [1.7206, -3.6814, 3.3409], [3.0565, -2.6542, 2.8002], [1.7054, -1.9488, 3.6977], [1.6405, -3.4655, 0.5872], [1.1303, -3.2488, -0.3482], [1.3688, -4.4633, 0.9177], [2.7125, -3.4278, 0.4142], [-0.2697, -2.4508, 1.8586], [-0.5777, -3.4264, 2.2237], [-0.5520, -1.6964, 2.5876], [-0.7807, -2.2473, 0.9196], [2.3953, 0.7768, 0.1313], [0.4856, 2.6290, 2.1242], [0.4183, 3.3324, 3.1026], [-0.6538, 2.1062, 1.5709], [-0.6457, 1.2848, 0.5202], [-1.6759, 0.5906, 0.2403], [-1.6579, -0.3470, -0.8610], [-2.7747, -1.1043, -1.1448], [-2.7390, -2.0560, -2.1782], [-3.8374, -2.7950, -2.4488], [-3.7452, -3.6685, -3.4138], [-2.5563, -3.8501, -4.1519], [-1.4784, -3.1517, -3.9149], [-1.5410, -2.2369, -2.9267], [-0.4104, -1.4474, -2.6220], [-0.4727, -0.5275, -1.6198], [0.3810, 0.0786, -1.3639], [0.4867, -1.6011, -3.2013], [-2.4962, -4.5812, -4.9469], [-4.6300, -4.2543, -3.6245], [-3.6906, -0.9941, -0.5841], [-2.5922, 0.6463, 0.8382], [-1.4930, 2.1741, 2.1554], [2.5950, 2.7322, 2.0288], [2.6747, 5.0607, 0.8345], [0.9212, 4.9777, 1.0677]],
  "nbo_charge": [-0.74, 0.21, 0.21, 0.23, 0.18, -0.53, -0.41, 0.21, 0.22, -0.14, -0.62, 0.91, -0.66, -0.54, 0.27, -0.64, 0.21, 0.21, 0.24, -0.61, 0.22, 0.21, 0.21, -0.65, 0.21, 0.24, 0.21, 0.41, 0.70, -0.58, -0.45, -0.22, 0.05, -0.09, -0.17, 0.09, -0.36, 0.01, 0.01, -0.38, 0.17, -0.20, -0.18, 0.23, 0.23, 0.20, 0.20, 0.23, 0.16, 0.38, 0.22, 0.23, 0.23]
}

***

{
  "formula": "C19H25N5O4",
  "method": "ωB97M-V/def2-TZVPD",
  "lumo_energy_ev": 0.6,
  "e_homo_ha": -0.3008,
  "smiles": "CNC(=O)[C@@H](CCC(N)=O)NC(=O)[C@@H](Cc1c[nH]c2ccccc12)NC(C)=O",
  "orbital_gap_ha": 0.3228,
  "symbols": ["O", "O", "O", "O", "C", "C", "C", "C", "C", "C", "C", "C", "C", "C", "C", "C", "N", "N", "N", "N", "N", "C", "C", "C", "C", "C", "C", "C", "H", "H", "H", "H", "H", "H", "H", "H", "H", "H", "H", "H", "H", "H", "H", "H", "H", "H", "H", "H", "H", "H", "H", "H", "H"],
  "positions_angstrom": [[0.1501, -4.0047, -1.3022], [2.2656, 3.8499, -2.2097], [-2.5966, -0.5358, 0.3770], [-0.7316, 2.5264, 2.1392], [-0.8822, -4.0111, -0.6250], [2.3686, 3.2634, -1.1409], [-1.3772, -0.4971, 0.2222], [-1.5648, 2.6193, 1.2087], [1.0787, 0.1269, 2.8949], [1.2366, -0.8218, 1.9445], [4.6003, -0.7976, 0.0170], [5.1236, 0.3423, 0.6596], [3.2968, -1.2384, 0.3315], [4.4004, 1.0336, 1.6240], [2.5471, -0.5966, 1.3372], [3.1351, 0.4997, 1.9855], [3.5751, 2.9178, -0.7789], [2.2031, 0.9222, 2.9080], [-2.7130, 3.3302, 1.3657], [-1.2439, -2.9842, 0.1703], [-0.7259, 0.6253, -0.0616], [-1.9199, -5.1297, -0.7450], [-3.1111, 4.1791, 2.4926], [1.1812, 2.9199, -0.2547], [0.2691, -1.8884, 1.6153], [-0.2010, 2.9010, -0.9314], [-0.5115, -1.7330, 0.3148], [-1.2452, 1.9750, -0.2103], [0.1828, 0.2506, 3.4960], [5.1493, -1.3200, -0.7348], [6.1137, 0.6534, 0.3963], [2.8972, -2.1196, -0.1720], [4.8294, 1.8877, 2.1802], [4.2600, 3.0293, -1.4911], [3.7531, 2.3206, -0.0058], [2.3183, 1.7501, 3.4805], [-3.3468, 3.3733, 0.5534], [-2.0670, -3.1049, 0.7270], [0.2280, 0.5082, -0.2283], [-2.2873, -5.4102, 0.2353], [-2.7542, -4.7821, -1.3514], [-1.4434, -5.9891, -1.1508], [-3.1837, 3.6343, 3.3770], [-4.0909, 4.6437, 2.3242], [-2.3470, 4.9590, 2.5879], [1.1839, 3.6032, 0.5903], [1.4268, 1.8997, 0.1131], [-0.4120, -2.0182, 2.4336], [0.8121, -2.8357, 1.5179], [-0.0488, 2.5738, -1.9872], [-0.6404, 3.8922, -0.9253], [0.2289, -1.6523, -0.4816], [-2.1729, 1.9285, -0.7727]],
  "nbo_charge": [-0.64, -0.65, -0.64, -0.67, 0.68, 0.66, 0.68, 0.67, 0.02, -0.14, -0.24, -0.22, -0.20, -0.29, -0.05, 0.12, -0.80, -0.52, -0.60, -0.60, -0.59, -0.70, -0.40, -0.49, -0.41, -0.40, -0.13, -0.10, 0.23, 0.22, 0.22, 0.23, 0.23, 0.41, 0.40, 0.42, 0.40, 0.41, 0.40, 0.21, 0.24, 0.24, 0.21, 0.21, 0.20, 0.25, 0.21, 0.22, 0.23, 0.24, 0.22, 0.24, 0.22]
}

***

{
  "formula": "C19H25N5O5S",
  "method": "ωB97M-V/def2-TZVPD",
  "lumo_energy_ev": 0.0,
  "e_homo_ha": -0.3016,
  "smiles": "CCCc1nn(C)c2c(=O)[nH]c(-c3cc(S(=O)(=O)NCCO)ccc3OCC)nc12",
  "orbital_gap_ha": 0.3008,
  "symbols": ["C", "C", "H", "H", "C", "C", "N", "N", "C", "C", "N", "C", "N", "C", "O", "H", "C", "C", "C", "C", "C", "C", "O", "C", "C", "H", "H", "H", "H", "H", "H", "H", "S", "O", "O", "N", "H", "C", "H", "H", "C", "O", "H", "H", "H", "H", "C", "H", "H", "H", "H", "H", "H", "H", "H"],
  "positions_angstrom": [[-4.1129, 1.6403, 2.0636], [-2.8456, 0.9483, 2.5472], [-2.2874, 0.5585, 1.6942], [-3.1089, 0.1069, 3.1920], [-1.9424, 1.9113, 3.3234], [-0.6640, 1.2580, 3.7062], [-0.2306, 1.1931, 4.9530], [0.9361, 0.5496, 4.9618], [1.2910, 0.1774, 3.7150], [0.2690, 0.6183, 2.8545], [0.2755, 0.4175, 1.5160], [1.2979, -0.2166, 1.0364], [2.3291, -0.6670, 1.8226], [2.4313, -0.5303, 3.2021], [3.3865, -0.9773, 3.8100], [3.0834, -1.1725, 1.3718], [1.3280, -0.4355, -0.4164], [0.3580, 0.2359, -1.1618], [0.2780, 0.0900, -2.5264], [1.1638, -0.7265, -3.1997], [2.1424, -1.3947, -2.4892], [2.2424, -1.2688, -1.1028], [3.1682, -1.9323, -0.3639], [4.1846, -2.7140, -0.9762], [5.3009, -1.8590, -1.5643], [6.0731, -2.5035, -1.9743], [5.7397, -1.2375, -0.7877], [4.9269, -1.2103, -2.3525], [4.5752, -3.3222, -0.1556], [3.7555, -3.3859, -1.7267], [2.8298, -2.0254, -3.0284], [1.0857, -0.8181, -4.2707], [-1.0181, 0.9236, -3.4241], [-1.2800, 2.1949, -2.8131], [-0.7289, 0.8749, -4.8279], [-2.3022, -0.1267, -3.1154], [-2.8122, 0.2003, -2.3074], [-3.1622, -0.4106, -4.2427], [-2.4969, -0.6576, -5.0736], [-3.7813, -1.2810, -4.0096], [-4.0391, 0.7888, -4.6358], [-4.7517, 0.5650, -5.8241], [-4.1212, 0.4777, -6.5480], [-4.7935, 0.9736, -3.8660], [-3.3925, 1.6740, -4.7147], [-0.3274, 0.8882, -0.6468], [1.6622, 0.3247, 6.1779], [2.5708, -0.2238, 5.9362], [1.0518, -0.2515, 6.8747], [1.9149, 1.2786, 6.6432], [-1.7206, 2.7738, 2.6890], [-2.4406, 2.2635, 4.2274], [-4.6729, 2.0442, 2.9044], [-3.8667, 2.4588, 1.3909], [-4.7522, 0.9388, 1.5321]],
  "nbo_charge": [-0.60, -0.39, 0.21, 0.20, -0.43, 0.15, -0.23, -0.13, -0.02, 0.08, -0.47, 0.42, -0.59, 0.64, -0.62, 0.45, -0.08, -0.13, -0.37, -0.14, -0.30, 0.34, -0.52, -0.06, -0.64, 0.22, 0.22, 0.22, 0.20, 0.18, 0.23, 0.24, 2.30, -0.93, -0.95, -0.85, 0.40, -0.25, 0.22, 0.21, -0.08, -0.71, 0.47, 0.17, 0.17, 0.26, -0.41, 0.25, 0.21, 0.21, 0.22, 0.22, 0.20, 0.20, 0.21]
}

***

{
  "formula": "C19H25N5OS",
  "method": "ωB97M-V/def2-TZVPD",
  "lumo_energy_ev": 0.0,
  "e_homo_ha": -0.3003,
  "smiles": "CCn1c2nc(SCCN3CCOCC3)nnc2c2cc(C)cc(C)c21",
  "orbital_gap_ha": 0.3013,
  "symbols": ["C", "H", "H", "H", "C", "N", "C", "N", "C", "N", "N", "C", "C", "C", "C", "C", "C", "C", "C", "H", "H", "H", "H", "C", "H", "H", "H", "H", "S", "C", "H", "H", "C", "N", "C", "C", "O", "C", "C", "H", "H", "H", "H", "H", "H", "H", "H", "H", "H", "H", "H"],
  "positions_angstrom": [[-0.8465, -2.8395, 4.0222], [-0.3570, -3.4829, 4.7481], [-0.6517, -3.2280, 3.0256], [-1.9202, -2.8634, 4.1973], [-0.3036, -1.4170, 4.1373], [-0.9513, -0.5299, 3.2001], [-0.4798, -0.3807, 1.9464], [0.6283, -0.8863, 1.4389], [0.8123, -0.5294, 0.1617], [0.0204, 0.2345, -0.5814], [-1.0761, 0.7360, -0.0759], [-1.3562, 0.4513, 1.1774], [-2.4311, 0.7990, 2.0565], [-3.5624, 1.5762, 1.8600], [-4.4394, 1.7427, 2.9153], [-4.1510, 1.1333, 4.1370], [-3.0272, 0.3521, 4.3727], [-2.1538, 0.1753, 3.2989], [-2.8166, -0.2214, 5.7437], [-3.6836, -0.0143, 6.3666], [-2.6731, -1.2992, 5.7110], [-1.9476, 0.2310, 6.2212], [-4.8451, 1.2825, 4.9526], [-5.6858, 2.5623, 2.7720], [-5.7124, 3.3508, 3.5226], [-5.7379, 3.0166, 1.7864], [-6.5676, 1.9381, 2.9137], [-3.7351, 2.0322, 0.8981], [2.2614, -1.1516, -0.5778], [2.0971, -0.4676, -2.2650], [1.3347, -1.0414, -2.7895], [1.7613, 0.5602, -2.1514], [3.4356, -0.5827, -2.9817], [3.2850, -0.3539, -4.4066], [3.0151, 1.0378, -4.7311], [2.7822, 1.1643, -6.2367], [3.8921, 0.7082, -6.9731], [4.1736, -0.6324, -6.6502], [4.4478, -0.8010, -5.1559], [4.6273, -1.8556, -4.9368], [5.3499, -0.2233, -4.8862], [5.0495, -0.9133, -7.2376], [3.3220, -1.2703, -6.9311], [2.6355, 2.2086, -6.5176], [1.8897, 0.5815, -6.5093], [2.1180, 1.3633, -4.2043], [3.8595, 1.6875, -4.4375], [4.1638, 0.1086, -2.5221], [3.8123, -1.6009, -2.8496], [-0.4203, -1.0324, 5.1496], [0.7580, -1.4155, 3.8753]],
  "nbo_charge": [-0.62, 0.22, 0.22, 0.21, -0.22, -0.38, 0.40, -0.49, 0.22, -0.32, -0.14, 0.07, -0.10, -0.17, -0.03, -0.19, -0.05, 0.23, -0.63, 0.22, 0.21, 0.22, 0.20, -0.62, 0.22, 0.22, 0.22, 0.22, 0.28, -0.52, 0.23, 0.24, -0.23, -0.44, -0.26, -0.07, -0.52, -0.07, -0.25, 0.20, 0.17, 0.19, 0.17, 0.19, 0.17, 0.21, 0.17, 0.17, 0.20, 0.21, 0.23]
}

***

| no. | strongest force on any atom (eV/Å) |
| --- | --- |
| 1 | 4.81 |
| 2 | 1.44 |
| 3 | 1.32 |
| 4 | 2.89 |
| 5 | 1.40 |
| 6 | 1.19 |